Density functional theory data (the ωB97M-V functional and the def2-TZVPD basis) for the ion C3H3O3S with charge -1 in a non-equilibrium geometry.

Each line ends with the natural charge from an NBO analysis.
Atoms and positions in Å:
C  -0.586  1.201  -0.143  -0.2153
C  -1.334  0.392  0.593  0.3704
C  1.263  -0.253  -0.421  -0.2491
O  -0.394  -2.460  0.141  -1.0228
O  -2.320  0.239  1.277  -0.6833
O  0.651  0.952  -0.732  -0.5512
S  0.090  -1.200  0.803  0.8316
H  -1.002  2.233  -0.076  0.1809
H  1.309  -1.065  -1.372  0.1680
H  2.323  -0.039  -0.069  0.1709

Summary:
**Frontier orbital gap**: 6.9 eV
**LUMO**: 3.80 eV
**ΔE to the lowest compared entry with this formula, charge and spin**: 3.1019 eV
**Charge**: -1
**2S+1**: 1